(1)
A cluster of 10 separate species, C10H30N10O20 in total in a non-equilibrium geometry. Source: the Open Molecules 2025 dataset; level of theory: the ωB97M-V functional and the def2-TZVPD basis.

Its total energy is -66677.5281 eV. The molar mass comes out at 610.40 g mol⁻¹. The value obtained for the gap between HOMO and LUMO (spin up / spin down) is 0.0792 / 0.1994 hartree. As for the total charge: -1. As for the spin multiplicity: 2. The calculation puts the energy relative to the best compared isomer or geometry (same formula, charge and spin) at 2.551 eV.

Last column: Löwdin spin population.
Positions of all 70 atoms, in Å:
1 C -1.46 -4.39 3.80  0.001
2 N -0.30 -3.54 3.56  0.006
3 O -0.49 -2.37 3.31  0.002
4 O 0.79 -4.01 3.66  0.005
5 H -2.34 -3.93 3.36  0.000
6 H -1.59 -4.39 4.88  0.000
7 H -1.20 -5.38 3.41  0.000
8 C 3.49 -1.90 4.55  0.000
9 N 3.54 -1.10 3.34  0.000
10 O 4.64 -0.81 2.85  0.000
11 O 2.43 -0.74 2.96  0.000
12 H 4.19 -1.39 5.22  0.000
13 H 3.75 -2.95 4.42  0.000
14 H 2.53 -1.96 5.06  0.001
15 C -0.15 0.33 0.76  0.001
16 N -0.68 0.33 -0.66  0.001
17 O -0.07 1.07 -1.51  0.000
18 O -1.60 -0.44 -0.94  0.001
19 H -1.01 0.61 1.35  0.000
20 H 0.64 1.05 0.99  0.000
21 H 0.18 -0.68 1.04  0.000
22 C -2.88 -3.82 -0.12  0.000
23 N -3.23 -4.83 -1.21  0.000
24 O -3.73 -4.43 -2.24  0.000
25 O -2.94 -6.00 -1.00  0.000
26 H -2.37 -2.99 -0.62  0.000
27 H -2.47 -4.36 0.74  0.000
28 H -3.87 -3.50 0.19  0.000
29 C 3.70 0.45 -0.34  0.000
30 N 4.79 -0.48 -0.67  0.000
31 O 4.45 -1.42 -1.37  0.000
32 O 5.92 -0.24 -0.29  0.000
33 H 4.28 1.35 -0.13  0.000
34 H 3.21 0.20 0.60  0.000
35 H 2.94 0.69 -1.09  0.000
36 C -0.79 0.49 5.10  0.039
37 N -0.35 1.79 4.57  0.405
38 O 0.30 2.59 5.36  0.214
39 O -0.95 2.14 3.59  0.283
40 H -1.11 0.63 6.13  0.017
41 H 0.04 -0.22 5.08  0.007
42 H -1.76 0.24 4.67  0.008
43 C 0.77 3.61 -3.89  0.000
44 N 1.90 4.34 -3.14  0.000
45 O 1.98 4.41 -1.89  0.000
46 O 2.89 4.56 -3.82  0.000
47 H 0.49 2.75 -3.29  0.000
48 H 1.02 3.15 -4.84  0.000
49 H 0.04 4.42 -3.95  0.000
50 C -3.85 4.25 1.01  0.002
51 N -2.93 3.22 0.43  0.000
52 O -3.15 2.06 0.75  0.003
53 O -1.94 3.62 -0.22  0.001
54 H -4.65 3.61 1.40  0.000
55 H -4.28 4.85 0.21  0.000
56 H -3.20 4.89 1.61  0.001
57 C 2.56 -0.44 -5.27  0.000
58 N 1.52 0.03 -4.35  0.000
59 O 0.79 0.89 -4.78  0.000
60 O 1.37 -0.47 -3.21  0.000
61 H 3.44 -0.69 -4.67  0.000
62 H 2.88 0.38 -5.91  0.000
63 H 2.13 -1.26 -5.85  0.000
64 C -2.00 0.96 -4.31  0.000
65 N -3.41 0.80 -3.83  0.000
66 O -3.95 1.59 -3.02  0.000
67 O -3.98 -0.21 -4.30  0.000
68 H -1.80 1.82 -4.96  0.000
69 H -1.70 0.10 -4.90  0.000
70 H -1.45 1.07 -3.38  0.000

=====

(2)
A structure of composition C18H42N7O9Pb in a non-equilibrium geometry. Source: the Open Molecules 2025 dataset; level of theory: the ωB97M-V functional and the def2-TZVPD basis.

Its total energy is -53446.1882 eV. The molar mass comes out at 707.77 g mol⁻¹. The value obtained for the gap between HOMO and LUMO is 0.2411 hartree. As for the total charge: +1. The calculation puts the energy relative to the best compared isomer or geometry (same formula, charge and spin) at 0.000 eV.

Last column: Mulliken charge in e.
Positions of all 77 atoms, in Å:
1 Pb 23.86 -14.39 -27.95  1.750
2 N 23.32 -11.34 -30.23  0.669
3 O 23.48 -11.65 -31.39  -0.962
4 O 23.24 -12.24 -29.38  -0.385
5 O 23.28 -10.18 -29.89  -0.644
6 C 22.00 -16.68 -31.59  -1.439
7 C 22.70 -15.41 -31.19  0.632
8 O 23.48 -15.43 -30.22  -0.712
9 N 22.34 -14.28 -31.77  0.847
10 C 21.63 -14.16 -33.05  -0.880
11 H 20.97 -16.63 -31.93  0.394
12 H 22.06 -17.34 -30.72  0.409
13 H 22.57 -17.23 -32.35  0.353
14 H 22.85 -13.47 -31.43  -0.099
15 H 21.99 -14.83 -33.83  0.404
16 H 21.73 -13.12 -33.38  0.007
17 H 20.57 -14.38 -33.08  0.277
18 C 26.75 -9.98 -31.47  -0.724
19 C 26.81 -8.66 -30.81  0.610
20 O 27.81 -7.95 -30.72  -0.702
21 N 25.65 -8.34 -30.24  0.116
22 C 25.44 -7.10 -29.49  -0.855
23 H 26.53 -10.77 -30.75  0.243
24 H 27.78 -9.99 -31.82  0.330
25 H 26.10 -10.06 -32.35  0.140
26 H 24.91 -9.03 -30.28  0.093
27 H 25.93 -6.24 -29.94  0.347
28 H 25.69 -7.19 -28.44  0.245
29 H 24.36 -6.94 -29.53  0.203
30 C 26.08 -12.45 -34.01  -0.751
31 C 25.26 -11.49 -34.81  0.675
32 O 25.70 -11.07 -35.84  -0.631
33 N 24.06 -11.13 -34.29  0.209
34 C 23.18 -10.29 -35.03  -1.049
35 H 26.17 -12.12 -32.98  0.057
36 H 27.10 -12.37 -34.38  0.309
37 H 25.75 -13.49 -34.03  0.265
38 H 23.87 -11.31 -33.31  0.191
39 H 22.45 -9.80 -34.38  0.289
40 H 22.72 -10.84 -35.84  0.313
41 H 23.67 -9.45 -35.52  0.366
42 C 21.47 -7.22 -30.81  -0.789
43 C 20.49 -8.23 -31.36  0.734
44 O 19.30 -7.93 -31.51  -0.703
45 N 20.90 -9.46 -31.69  0.288
46 C 20.02 -10.56 -32.18  -0.663
47 H 21.10 -6.19 -30.86  0.372
48 H 22.42 -7.37 -31.31  0.229
49 H 21.75 -7.44 -29.78  0.135
50 H 21.82 -9.81 -31.49  -0.215
51 H 19.78 -11.34 -31.46  0.073
52 H 20.63 -11.06 -32.92  0.161
53 H 19.12 -10.33 -32.76  0.419
54 C 19.53 -15.29 -29.54  -1.289
55 C 20.17 -14.08 -28.82  0.693
56 O 21.28 -14.26 -28.31  -0.540
57 N 19.46 -12.98 -28.73  -0.082
58 C 19.96 -11.74 -28.04  -0.768
59 H 19.47 -15.17 -30.62  0.231
60 H 18.54 -15.52 -29.16  0.450
61 H 20.13 -16.18 -29.40  0.307
62 H 18.60 -12.87 -29.25  0.268
63 H 19.26 -10.94 -27.78  0.388
64 H 20.81 -11.28 -28.55  0.104
65 H 20.24 -11.96 -27.01  0.302
66 C 27.11 -12.58 -25.19  -1.237
67 C 26.04 -11.97 -26.11  0.549
68 O 25.24 -12.70 -26.72  -0.600
69 N 26.05 -10.62 -26.17  -0.067
70 C 24.98 -9.83 -26.71  -0.799
71 H 26.75 -12.65 -24.17  0.314
72 H 28.01 -11.99 -25.00  0.388
73 H 27.48 -13.53 -25.57  0.313
74 H 26.85 -10.11 -25.83  0.277
75 H 25.10 -8.75 -26.68  0.339
76 H 24.00 -9.93 -26.24  0.268
77 H 24.88 -10.07 -27.77  0.246

=====

(3)
A structure of composition C25H36As2BrN2O8P2SiTa in a non-equilibrium geometry. Source: the Open Molecules 2025 dataset; level of theory: the ωB97M-V functional and the def2-TZVPD basis.

Its total energy is -265592.6678 eV. The molar mass comes out at 993.30 g mol⁻¹. The value obtained for the gap between HOMO and LUMO is 0.1775 hartree. As for the total charge: +2. The calculation puts the energy relative to the best compared isomer or geometry (same formula, charge and spin) at 4.080 eV.

Last column: Mulliken charge in e.
Positions of all 78 atoms, in Å:
1 Ta -0.70 0.84 0.79  0.087
2 Br -0.37 -7.73 1.07  -0.077
3 C -0.09 -5.96 0.47  -0.333
4 C -1.02 -4.93 1.07  0.274
5 C -0.72 -3.47 0.59  1.165
6 C 0.42 -3.31 -0.38  -2.026
7 C 1.18 -4.33 -0.79  0.011
8 C 0.92 -5.69 -0.35  -0.760
9 N 0.63 -1.98 -0.81  0.667
10 C 0.74 -1.80 -2.06  -0.506
11 C 1.01 -0.50 -2.70  0.449
12 C 1.13 -0.46 -4.08  -0.999
13 C 1.40 0.75 -4.70  -0.539
14 C 1.54 1.87 -3.91  -1.195
15 C 1.39 1.74 -2.54  -0.302
16 N 1.13 0.59 -1.93  0.361
17 H -0.85 -5.01 2.15  0.110
18 H -1.61 -3.07 0.09  0.613
19 H 2.02 -4.14 -1.45  0.580
20 H 1.56 -6.48 -0.71  0.451
21 H 0.62 -2.64 -2.75  0.592
22 H 1.01 -1.37 -4.66  0.543
23 H 1.50 0.81 -5.78  0.475
24 H 1.76 2.84 -4.34  0.459
25 H 1.48 2.61 -1.90  0.541
26 C 3.37 -0.31 -0.01  -1.437
27 As 2.03 0.65 1.00  1.426
28 C 2.70 2.48 0.86  -1.225
29 C 2.41 0.24 2.86  -0.218
30 C 3.61 -0.36 3.23  -0.477
31 C 3.87 -0.63 4.56  -0.775
32 C 2.95 -0.29 5.54  -0.859
33 C 1.76 0.33 5.18  -0.881
34 C 1.49 0.59 3.85  0.536
35 As -0.07 1.58 3.31  0.784
36 C -1.56 1.11 4.45  -1.159
37 C 0.33 3.41 3.81  -1.279
38 H 3.30 -1.38 0.18  0.303
39 H 4.34 0.08 0.30  0.667
40 H 3.20 -0.11 -1.06  0.376
41 H 3.08 2.63 -0.15  0.472
42 H 3.51 2.62 1.58  0.427
43 H 1.91 3.20 1.05  0.213
44 H 4.34 -0.65 2.48  0.381
45 H 4.81 -1.10 4.84  0.452
46 H 3.15 -0.50 6.58  0.455
47 H 1.05 0.60 5.95  0.383
48 H -1.89 0.10 4.22  0.186
49 H -2.36 1.81 4.24  0.417
50 H -1.27 1.19 5.49  0.555
51 H 0.38 3.46 4.90  0.455
52 H -0.46 4.06 3.44  0.435
53 H 1.29 3.70 3.39  0.401
54 O -4.14 -0.12 -1.29  -0.500
55 P -2.95 0.50 -0.55  0.627
56 O -2.90 0.46 0.96  -0.421
57 O -1.59 -0.02 -0.96  -0.191
58 O -2.92 2.10 -0.97  -0.249
59 P -1.75 2.98 -0.31  0.545
60 O -1.87 4.40 -0.88  -0.486
61 O -1.79 2.73 1.20  -0.439
62 O -0.40 2.33 -0.64  -0.210
63 H -5.05 0.11 -1.05  0.384
64 H -2.59 4.99 -0.60  0.386
65 C -2.50 -5.25 0.83  -1.702
66 Si -0.33 -2.43 2.10  0.409
67 C -1.46 -2.70 3.55  -1.418
68 C 1.42 -2.79 2.58  -0.658
69 O -0.62 -0.81 1.64  0.772
70 H -2.77 -6.22 1.23  0.522
71 H -2.72 -5.24 -0.24  0.395
72 H -3.12 -4.49 1.31  0.345
73 H -1.37 -3.72 3.94  0.436
74 H -2.51 -2.53 3.31  0.374
75 H -1.18 -2.03 4.36  0.402
76 H 1.49 -3.88 2.60  0.618
77 H 1.69 -2.42 3.57  0.327
78 H 2.15 -2.44 1.85  0.072

=====

> Among the records above, which one has the lowest molar mass?

C10H30N10O20

=====

> What is the total charge in the first record?

-1

=====

> total charge of number 2 (C18H42N7O9Pb)?

+1

=====

> Among the records above, which one has the highest molar mass?

C25H36As2BrN2O8P2SiTa